# 1
64
Properties=species:S:1:pos:R:3:forces:R:3 method="wB97M-V/def2-TZVPD" smiles="NC(N)=O.NC(N)=O.NC(N)=O.NC(N)=O.NC(N)=O.NC(N)=O.NC(N)=O.NC(N)=O" max_force_ev_per_a=8.4 lumo_energy_ev=-0.1 spin_multiplicity=1 e_homo_ha=-0.3405 e_above_lowest_kj_mol=545.68
N 4.1669 0.7254 -0.7208 3.22 0.37 4.07
C 3.3979 0.6269 -1.7113 -2.53 -3.03 -2.73
N 3.3377 1.6716 -2.4974 -0.51 1.04 -1.30
O 2.7581 -0.4343 -1.9783 0.04 0.89 0.15
H 4.8393 1.4790 -0.7260 -0.06 -0.35 0.67
H 4.1704 -0.0151 -0.0340 0.18 0.00 0.47
H 3.8683 2.4817 -2.2104 -0.54 0.19 -0.97
H 2.8121 1.4727 -3.3366 0.26 1.01 -0.17
N -4.3090 2.8180 3.1428 0.37 1.88 5.46
C -4.7627 2.4594 1.9825 -0.14 0.15 -0.39
N -3.8446 1.8618 1.2917 2.07 -2.57 -3.94
O -5.8788 2.7145 1.6386 -2.63 0.26 -1.11
H -3.3627 2.8272 3.4955 -0.14 -0.15 -0.46
H -5.0328 3.1796 3.7473 0.35 0.19 0.05
H -3.0287 1.4198 1.6905 -0.24 0.35 0.10
H -4.1598 1.4457 0.4271 0.19 0.18 -0.09
N 0.2586 0.8044 -0.2171 1.91 5.37 0.35
C -0.3697 -0.2962 -0.0841 3.40 -1.44 -2.78
N 0.2920 -1.2302 -0.7579 -1.41 -2.91 0.11
O -1.3850 -0.4239 0.4968 -4.42 -0.74 3.25
H 0.0318 1.5347 0.4427 0.36 0.27 -0.43
H 1.0400 0.8021 -0.8571 -0.12 0.64 0.51
H -0.2337 -2.0875 -0.6645 0.82 -0.62 -0.87
H 1.2386 -1.1092 -1.0885 -0.25 -0.32 0.04
N -0.7976 4.2384 -0.1818 3.17 0.24 2.51
C -1.9479 4.3486 -0.7853 -1.62 -3.04 -5.95
N -2.8541 5.0574 -0.1693 -0.71 1.74 2.38
O -2.1520 3.7708 -1.8760 0.22 0.73 0.96
H -0.6433 4.8383 0.6159 0.54 -0.31 -0.15
H -0.0285 3.6967 -0.5494 -0.54 0.26 -0.13
H -3.8058 5.2012 -0.4755 0.40 -0.41 0.13
H -2.5402 5.1167 0.7889 -1.51 0.73 0.29
N 4.0918 -2.9898 -4.0755 6.26 3.20 -1.31
C 3.0968 -3.7041 -3.7185 -0.26 -1.58 -1.55
N 2.1209 -3.0091 -3.3429 -6.43 4.04 3.63
O 2.9639 -4.8482 -3.9647 0.53 -5.47 -0.35
H 4.1060 -1.9942 -3.9063 0.11 -0.28 -0.03
H 4.9579 -3.4294 -4.3525 -0.33 0.08 -0.03
H 2.2099 -2.0541 -3.0264 -0.01 -0.09 -0.14
H 1.3252 -3.5054 -2.9680 0.01 0.07 -0.27
N -1.8893 0.6481 3.1253 -1.76 -2.87 -2.33
C -1.0697 1.3332 3.8429 0.44 2.60 2.07
N -1.7107 1.8908 4.9143 0.56 0.86 1.35
O 0.0595 1.6451 3.5598 1.38 -0.01 -0.43
H -1.4575 0.1949 2.3327 -0.40 -0.59 -0.37
H -2.6784 0.2289 3.5962 0.10 -0.18 -0.47
H -2.6402 1.6368 5.2169 0.42 -0.03 0.12
H -1.0541 2.3516 5.5280 -0.56 -0.01 0.29
N 5.0257 -3.2693 1.3541 2.73 -2.31 2.33
C 4.1755 -2.4131 0.8685 0.21 -0.51 -2.05
N 3.9269 -2.7178 -0.4209 -0.52 0.03 -1.76
O 3.7582 -1.4863 1.4806 -1.76 2.90 1.53
H 5.4854 -3.9427 0.7581 -0.21 -0.01 0.55
H 5.3411 -3.1164 2.3013 0.13 -0.19 -0.30
H 3.3414 -2.0984 -0.9628 0.19 0.14 -0.04
H 4.7470 -3.0800 -0.8861 -0.54 -0.08 -0.45
N -3.3582 -2.0941 -0.1734 0.54 2.80 2.07
C -3.2408 -2.8965 -1.1900 2.94 0.47 -1.61
N -4.2683 -3.6687 -1.0749 -3.84 -4.47 -1.67
O -2.3304 -2.9285 -2.0203 -0.24 -0.19 0.20
H -2.5576 -1.5428 0.1012 -0.35 0.59 0.59
H -4.2436 -2.2765 0.2771 1.21 1.71 1.11
H -4.8477 -3.4528 -0.2763 -0.50 -1.47 -1.00
H -4.4614 -4.4072 -1.7362 -0.20 0.23 0.29

=====

# 2
71
Properties=species:S:1:pos:R:3:forces:R:3 method="wB97M-V/def2-TZVPD" max_force_ev_per_a=1.9 lumo_energy_ev=4.2 spin_multiplicity=1 e_homo_ha=-0.0131 total_charge=-2 e_above_lowest_kj_mol=138.03
Sr 1.4505 0.5910 0.0261 -0.65 0.01 -1.79
N 2.5376 1.7433 -5.1663 0.19 0.12 -0.02
C 2.5017 1.4033 -3.8121 -0.05 -0.15 -0.04
S 1.2519 0.2932 -3.3596 -0.25 0.02 0.14
N 3.4461 1.9166 -3.0905 0.06 -0.09 0.14
N 3.3438 1.6267 -1.7365 0.32 0.15 0.24
C 4.4296 1.7366 -1.0659 -0.12 0.11 -0.03
C 4.4348 1.6230 0.4183 0.11 0.10 0.11
C 5.6303 1.3289 1.0576 -0.04 -0.03 -0.41
C 5.5263 1.0665 2.4605 0.03 -0.05 0.26
C 4.3561 1.1480 3.1174 0.13 -0.03 0.13
C 3.0726 1.5624 2.4492 -0.09 0.01 0.00
N 3.2645 1.8047 1.0046 -0.16 0.06 0.36
H 1.6437 1.6265 -5.6112 -0.06 0.02 -0.02
H 2.9848 2.6355 -5.3291 -0.01 -0.05 -0.02
H 5.3742 1.9372 -1.5784 -0.02 0.03 0.01
H 6.5543 1.2117 0.5073 0.00 -0.01 -0.02
H 6.4196 0.7772 3.0120 -0.02 0.01 0.00
H 4.3383 0.9381 4.1826 -0.02 -0.01 -0.01
H 2.7030 2.5026 2.9058 0.02 -0.11 -0.03
C -1.8748 -1.8750 -2.4662 -0.13 0.14 -0.02
Si -2.8617 -0.3259 -2.0506 -0.02 0.03 -0.13
C -2.6211 0.9982 -3.3808 -0.04 -0.26 0.13
C -4.7229 -0.6952 -1.7884 0.28 0.03 -0.11
C -5.7718 -1.1941 -2.5590 0.07 -0.04 -0.16
C -7.0378 -1.3164 -2.0145 -0.13 -0.03 -0.01
C -7.2715 -0.9381 -0.6945 -0.10 -0.02 0.00
C -6.2390 -0.4383 0.0803 -0.02 0.05 0.14
C -4.9583 -0.3122 -0.4563 0.20 0.06 0.22
Si -3.2607 0.3166 0.1852 -0.03 0.14 0.11
C -2.5670 -0.7058 1.6037 -0.14 0.13 -0.19
C -3.3113 2.1533 0.6216 0.02 -0.26 -0.01
H -2.1312 -2.2259 -3.4693 -0.01 -0.02 -0.02
H -2.0866 -2.6737 -1.7546 -0.04 -0.02 0.04
H -0.8028 -1.6859 -2.4429 0.10 0.08 0.01
H -3.0839 0.6619 -4.3133 -0.01 0.00 -0.02
H -1.5625 1.1712 -3.5754 0.10 -0.02 0.04
H -3.0869 1.9392 -3.0893 -0.05 0.04 0.04
H -5.6026 -1.4898 -3.5900 -0.01 -0.01 -0.01
H -7.8547 -1.7069 -2.6124 0.01 0.01 0.00
H -8.2683 -1.0373 -0.2780 0.01 0.00 0.01
H -6.4347 -0.1459 1.1071 -0.01 0.00 0.01
H -3.1498 -0.5292 2.5104 -0.03 0.00 0.02
H -1.5443 -0.3905 1.8195 0.10 0.06 0.01
H -2.5776 -1.7723 1.3736 0.00 -0.03 -0.01
H -4.3180 2.4280 0.9482 0.00 0.00 0.03
H -3.0558 2.7781 -0.2347 -0.01 0.01 -0.06
H -2.6041 2.3614 1.4320 0.07 -0.02 0.04
C 0.8141 -3.3548 1.4169 0.04 0.07 0.11
O 1.9371 -3.5816 0.5466 0.06 0.03 -0.28
C 2.0556 -2.6658 -0.4286 0.25 -0.32 0.38
O 1.1922 -1.8643 -0.7202 -0.28 0.10 -0.10
N 3.2314 -2.7941 -1.0891 -0.06 -0.01 0.09
N 3.6756 -1.8142 -1.9942 0.05 -0.05 -0.05
H 0.8751 -4.1408 2.1663 -0.01 -0.01 0.00
H -0.1181 -3.4357 0.8578 -0.01 0.02 0.00
H 0.9316 -2.3633 1.8670 -0.07 -0.03 0.01
H 3.9502 -3.3340 -0.6435 0.05 -0.03 0.00
H 2.8956 -1.5772 -2.6056 0.00 0.04 -0.06
H 3.8917 -0.9583 -1.4875 0.00 0.05 0.04
O 2.1241 -0.5987 1.8745 -0.03 -0.19 0.30
C 1.8712 0.5128 2.6330 0.12 0.24 0.02
C 1.5710 0.1916 4.1081 0.08 0.07 0.05
C 0.6232 1.2943 4.5418 -0.14 0.07 0.02
C -0.0872 1.6585 3.2238 -0.27 0.12 0.19
O -1.1763 2.2839 3.2239 -0.03 -0.02 0.05
N 0.5756 1.2162 2.1837 0.62 -0.31 0.16
H 2.4758 0.0848 4.7098 -0.01 0.00 0.01
H 1.0533 -0.7723 4.1025 0.03 0.01 -0.01
H 1.1508 2.1794 4.9128 0.01 0.00 -0.01
H -0.1154 1.0107 5.2969 0.04 0.00 -0.03

=====

# 3
8
Properties=species:S:1:pos:R:3:forces:R:3 method="wB97M-V/def2-TZVPD" smiles=BCSCl max_force_ev_per_a=4.0 lumo_energy_ev=-0.7 spin_multiplicity=1 e_homo_ha=-0.3331 e_above_lowest_kj_mol=200.60
B -1.3520 0.5122 -0.0784 2.17 0.98 2.80
C 0.0366 -0.3208 0.0981 1.36 2.23 2.79
S 1.4991 0.8500 -0.0860 -0.43 -0.93 -0.18
Cl 3.0403 -0.5263 -0.0171 -0.44 0.38 -0.03
H -1.8261 -0.0814 -0.8376 -2.63 -1.34 -2.68
H -1.8484 1.5108 0.4556 0.87 -0.87 -0.40
H 0.0830 -1.1015 -0.5732 0.21 -1.25 -2.09
H 0.3676 -0.8430 1.0385 -1.11 0.80 -0.22

=====

# 4
108
Properties=species:S:1:pos:R:3:forces:R:3 method="wB97M-V/def2-TZVPD" max_force_ev_per_a=1.1 lumo_energy_ev="2.0 / 2.0" spin_multiplicity=3 e_homo_ha="-0.1048 / -0.1685" total_charge=-1 e_above_lowest_kj_mol=18.78
Ti 0.5432 -0.4811 0.7277 0.39 0.36 -1.02
C -0.2567 0.1905 3.8954 0.03 0.02 0.02
C 0.9533 1.0233 3.5920 -0.07 -0.04 0.05
C 1.4557 1.8071 4.6333 0.00 0.00 0.01
C 2.5693 2.5829 4.4372 -0.01 -0.01 -0.04
C 3.1622 2.5468 3.1858 -0.01 -0.06 0.07
C 2.6347 1.7371 2.1851 0.28 -0.02 0.01
N 1.5333 0.9841 2.3784 0.05 0.23 0.03
Sb 3.9051 2.0719 0.4449 -0.16 0.04 -0.08
C 2.5068 2.1375 -1.1805 0.00 -0.03 0.03
C 2.9374 2.9256 -2.2398 -0.04 -0.08 0.03
C 2.0722 3.1597 -3.2961 0.00 -0.01 -0.04
C 0.8054 2.6264 -3.2271 0.05 0.03 0.00
C 0.4344 1.8394 -2.1362 -0.06 0.03 0.08
C -0.9588 1.2976 -2.0871 0.24 0.20 -0.14
N 1.2878 1.5766 -1.1295 0.03 -0.14 -0.03
C 4.9904 0.2815 -0.0533 0.07 0.11 0.11
C 6.2961 0.5142 -0.4728 -0.03 0.01 -0.02
C 7.0826 -0.5784 -0.8116 -0.01 -0.02 -0.01
C 6.5377 -1.8409 -0.7003 0.05 0.01 0.01
C 5.2174 -1.9826 -0.2684 0.00 -0.06 -0.01
C 4.5837 -3.3346 -0.1601 0.01 -0.08 0.01
N 4.4629 -0.9311 0.0433 -0.06 0.04 -0.01
H -0.7884 0.6190 4.7437 0.01 -0.01 0.01
H 0.0489 -0.8226 4.1688 0.00 0.01 -0.02
H -0.9384 0.1183 3.0562 0.00 0.01 -0.01
H 0.9457 1.7912 5.5866 -0.01 0.00 -0.01
H 2.9660 3.2078 5.2272 0.01 -0.01 0.00
H 4.0393 3.1475 2.9845 -0.01 0.02 0.00
H 3.9333 3.3512 -2.2305 -0.01 0.02 0.01
H 2.3776 3.7577 -4.1457 0.00 0.01 0.00
H 0.0826 2.8037 -4.0126 -0.01 -0.03 0.00
H -1.3087 1.0476 -3.0880 0.08 0.10 0.02
H -1.6349 2.0488 -1.6719 -0.02 0.00 0.08
H -1.0026 0.4164 -1.4577 0.14 0.17 -0.20
H 6.6839 1.5240 -0.5356 0.02 -0.01 0.03
H 8.1026 -0.4433 -1.1505 0.00 0.00 0.01
H 7.1189 -2.7226 -0.9407 -0.01 0.00 -0.01
H 5.1953 -4.0033 0.4478 -0.01 -0.01 -0.01
H 4.4737 -3.7835 -1.1509 0.00 -0.01 0.02
H 3.6060 -3.2325 0.3017 -0.04 -0.01 0.00
Br 2.5684 -5.3246 5.2523 0.00 0.00 -0.01
C 1.5251 -4.2494 4.0988 -0.03 0.00 -0.01
C 0.1437 -4.3714 4.0807 0.02 0.01 -0.01
Br -0.7333 -5.6264 5.1880 0.00 0.00 0.00
C -0.6152 -3.5426 3.2374 -0.03 0.00 0.05
Br -2.5040 -3.5488 3.2366 0.01 0.00 -0.02
C 0.0074 -2.6358 2.4024 -0.06 0.02 0.05
O -0.6061 -1.7642 1.6235 -0.12 -0.41 0.33
C 1.4220 -2.5432 2.3776 0.06 -0.09 0.01
O 1.9048 -1.6596 1.5404 0.31 -0.26 0.37
C 2.1592 -3.3199 3.2585 0.05 -0.04 0.03
Br 4.0226 -3.0023 3.3264 -0.01 0.00 0.02
N -5.5687 3.2927 1.1899 -0.04 -0.01 -0.06
C -6.3530 4.4203 1.0897 -0.01 -0.02 0.03
C -7.7163 4.6315 1.2161 0.02 -0.01 0.00
C -8.1763 5.9296 1.0319 0.00 0.02 0.01
C -7.2936 6.9706 0.7298 -0.01 -0.01 0.00
C -5.9295 6.7509 0.6085 0.00 0.01 0.01
C -5.4463 5.4578 0.7956 0.02 0.00 -0.05
N -4.1599 4.9737 0.7194 -0.01 0.06 0.09
C -4.2549 3.6744 0.9634 0.05 -0.08 0.02
C -3.1774 2.7446 0.9822 -0.04 0.01 -0.03
C -3.3486 1.3293 0.9893 -0.02 0.03 0.00
C -2.2765 0.4971 0.9017 0.01 0.06 -0.02
N -0.9696 0.9221 0.8029 -0.73 0.55 0.60
C -0.8077 2.2913 0.9043 0.04 -0.05 0.06
C -1.8255 3.1859 0.9762 0.02 0.02 -0.07
H -5.8709 2.3746 1.4568 0.00 0.01 -0.01
H -8.3974 3.8215 1.4466 -0.01 0.00 0.00
H -9.2346 6.1382 1.1242 0.00 -0.01 -0.01
H -7.6875 7.9690 0.5844 0.00 0.00 0.01
H -5.2469 7.5569 0.3721 0.01 0.00 0.00
H -4.3308 0.8745 1.0418 0.00 -0.01 -0.02
H -2.4196 -0.5740 0.9160 0.03 0.00 -0.02
H 0.2143 2.6443 0.9126 -0.02 -0.01 -0.03
H -1.6100 4.2446 1.0288 -0.01 0.00 -0.01
C 0.6557 -3.8408 -0.7242 -0.04 0.04 0.14
Si 0.1162 -2.1349 -1.4045 0.06 -0.33 -0.37
C -1.7329 -2.5472 -1.9318 -0.06 0.06 -0.01
C -2.4436 -3.1502 -0.7114 0.00 0.01 0.00
C -2.5321 -1.3126 -2.3612 -0.14 -0.14 0.00
C -1.8379 -3.5813 -3.0588 -0.02 0.00 0.01
C 1.2326 -2.0284 -3.0325 -0.03 -0.01 0.01
C 0.6569 -1.1269 -4.1274 0.01 0.02 0.06
C 2.5904 -1.4517 -2.6216 0.03 -0.09 0.02
C 1.5164 -3.4035 -3.6513 -0.05 -0.01 -0.04
H 0.3280 -4.6628 -1.3661 0.00 0.00 -0.01
H 0.2503 -4.0185 0.2737 0.00 -0.02 -0.02
H 1.7397 -3.9012 -0.6414 0.12 0.01 0.02
H -2.3897 -2.5034 0.1632 0.01 -0.03 0.01
H -2.0137 -4.1124 -0.4260 0.01 0.00 0.01
H -3.5033 -3.3188 -0.9470 0.00 -0.01 -0.01
H -2.5698 -0.5579 -1.5730 -0.17 -0.18 -0.08
H -3.5681 -1.5992 -2.5873 0.00 -0.04 -0.01
H -2.1192 -0.8433 -3.2572 -0.05 -0.09 0.04
H -1.3166 -4.5092 -2.8152 0.01 0.00 0.00
H -1.4470 -3.2134 -4.0085 0.00 0.02 0.00
H -2.8949 -3.8351 -3.2184 0.00 -0.01 -0.01
H 0.5613 -0.0969 -3.7842 -0.01 0.02 -0.02
H -0.3221 -1.4557 -4.4788 -0.02 -0.03 0.00
H 1.3324 -1.1175 -4.9941 0.00 0.02 0.00
H 2.4934 -0.4985 -2.1045 0.01 0.09 0.01
H 3.2283 -1.2969 -3.5043 0.01 -0.03 0.00
H 3.1165 -2.1317 -1.9468 -0.09 0.09 -0.04
H 0.6095 -3.9243 -3.9597 0.03 0.01 -0.01
H 2.0507 -4.0531 -2.9565 -0.01 -0.01 0.00
H 2.1484 -3.2840 -4.5428 0.01 0.00 0.00